# 1
{"formula": "C3H8N4S", "method": "the ωB97M-V functional and the def2-TZVPD basis", "homo_lumo_gap_ev": 9.05, "charge": 0, "multiplicity": 1, "e_tot_ev": -20033.841, "homo_energy_ev": -8.1500, "smiles": "C/C(=N\\N)S/C=N/N", "elements": ["C", "C", "N", "N", "S", "C", "N", "N", "H", "H", "H", "H", "H", "H", "H", "H"], "xyz": [[-0.498, 1.158, 0.814], [0.766, 1.016, -0.065], [0.967, 1.813, -1.062], [0.011, 2.790, -1.313], [2.054, -0.218, 0.275], [1.040, -1.681, 0.400], [-0.209, -1.726, 0.185], [-0.828, -2.913, 0.478], [-0.574, 2.211, 1.098], [-1.360, 0.827, 0.257], [-0.448, 0.545, 1.737], [0.246, 3.074, -2.288], [-0.981, 2.374, -1.310], [1.681, -2.590, 0.564], [-1.647, -2.944, -0.161], [-0.220, -3.735, 0.391]], "lowdin_charge": [-0.1094, -0.6406, -0.0991, -0.0295, 0.9035, -0.5230, -0.1326, -0.0236, 0.0722, 0.0572, 0.0755, 0.0891, 0.1069, 0.0813, 0.0943, 0.0777]}

***

# 2
{"formula": "C3H8N6O3", "method": "the ωB97M-V functional and the def2-TZVPD basis", "homo_lumo_gap_ev": [6.75, 6.75], "charge": 0, "multiplicity": 1, "e_tot_ev": -18321.967, "homo_energy_ev": [-6.0961, -6.0952], "elements": ["C", "C", "C", "N", "N", "N", "N", "N", "N", "O", "O", "O", "H", "H", "H", "H", "H", "H", "H", "H"], "xyz": [[0.812, -0.966, 1.448], [-0.682, 1.589, -1.296], [1.737, -0.294, -2.894], [1.840, -0.337, 2.200], [0.229, -2.199, 1.735], [-1.361, 2.252, -2.315], [-1.225, 0.357, -0.998], [-0.922, -0.649, -0.096], [0.285, -0.304, 0.430], [1.980, -1.314, -2.364], [0.396, 1.878, -0.819], [1.532, 0.692, -3.447], [2.800, -0.778, 2.036], [1.921, 0.517, 1.811], [-0.440, -2.443, 0.955], [-0.320, -2.351, 2.592], [-2.259, 2.017, -2.406], [-0.985, 3.125, -2.516], [-2.198, 0.150, -1.404], [0.669, 0.606, 0.101]], "lowdin_charge": [-0.4294, -0.5816, -0.4146, 0.1148, 0.1021, 0.1830, -0.0293, -0.0665, 0.0097, 0.1799, 0.0063, 0.2131, 0.1257, 0.0191, 0.0859, 0.0971, 0.0370, 0.0848, 0.1673, 0.0958]}

***

# 3
{"formula": "C3H8NO", "method": "the ωB97M-V functional and the def2-TZVPD basis", "homo_lumo_gap_ev": 5.02, "charge": -1, "multiplicity": 1, "e_tot_ev": -6772.825, "homo_energy_ev": -1.0243, "elements": ["C", "C", "C", "O", "N", "H", "H", "H", "H", "H", "H", "H", "H"], "xyz": [[0.574, -0.298, -0.851], [-0.529, 0.500, -0.206], [-1.801, -0.238, -0.498], [-2.895, 0.269, -0.539], [2.124, -0.177, -0.559], [0.830, -1.215, -0.302], [0.448, -0.340, -1.932], [-0.613, 1.579, -0.136], [-1.059, -0.124, 0.635], [-1.665, -1.265, -0.861], [1.350, 0.114, 2.359], [2.167, 0.451, 0.245], [1.068, 0.744, 2.646]], "lowdin_charge": [-0.4461, -0.1460, -0.4295, -0.0389, -0.2507, 0.0498, 0.0647, 0.1116, 0.1260, 0.1243, 0.0075, -0.1840, 0.0113]}

***

# 4
{"formula": "C3H8NO", "method": "the ωB97M-V functional and the def2-TZVPD basis", "homo_lumo_gap_ev": 6.09, "charge": -1, "multiplicity": 1, "e_tot_ev": -6775.305, "homo_energy_ev": -2.2321, "elements": ["C", "O", "H", "H", "H", "C", "C", "N", "H", "H", "H", "H", "H"], "xyz": [[0.250, 0.606, -2.026], [-0.548, -0.385, -2.580], [0.238, 1.527, -2.749], [-0.082, 1.027, -1.099], [1.268, 0.263, -1.732], [0.272, 0.322, 1.858], [-0.678, -1.369, 0.633], [-0.925, -0.597, 1.682], [0.138, 0.916, 2.822], [0.258, 1.189, 1.151], [1.275, -0.216, 1.796], [-1.110, -2.365, 0.587], [-0.355, -0.918, -0.342]], "lowdin_charge": [-0.4946, -0.4783, 0.0516, -0.0195, 0.0300, -0.1966, -0.0651, -0.1021, 0.0576, 0.0507, 0.0780, 0.0456, 0.0427]}

***

# 5
{"formula": "C3H8NO", "method": "the ωB97M-V functional and the def2-TZVPD basis", "homo_lumo_gap_ev": [2.10, 6.60], "charge": -2, "multiplicity": 2, "s2": 0.7515, "e_tot_ev": -6771.432, "homo_energy_ev": [5.1084, 0.8175], "elements": ["C", "O", "H", "H", "H", "C", "C", "N", "H", "H", "H", "H", "H"], "xyz": [[-0.863, -1.792, 0.750], [-0.024, -2.099, -0.261], [-1.787, -1.256, 0.409], [-1.122, -2.644, 1.441], [-0.451, -1.071, 1.511], [1.209, 1.502, 0.167], [-0.346, 0.706, -1.374], [0.203, 1.722, -0.853], [0.863, 1.934, 1.111], [2.148, 2.038, -0.051], [1.409, 0.432, 0.282], [-1.310, 0.839, -1.875], [0.070, -0.312, -1.257]], "lowdin_charge": [-0.5318, -0.5130, 0.0269, 0.0084, 0.0091, -0.2926, -0.4650, -0.1728, -0.0159, 0.0213, 0.0443, -0.1243, 0.0055]}

***

# 6
{"formula": "C3H8NO", "method": "the ωB97M-V functional and the def2-TZVPD basis", "homo_lumo_gap_ev": [10.23, 7.53], "charge": 0, "multiplicity": 2, "s2": 0.7894, "e_tot_ev": -6774.842, "homo_energy_ev": [-9.3760, -9.3905], "elements": ["C", "O", "H", "H", "H", "C", "C", "N", "H", "H", "H", "H", "H"], "xyz": [[0.574, -2.421, -1.053], [1.146, -1.194, -1.610], [1.349, -3.065, -0.594], [-0.198, -2.226, -0.303], [-0.011, -2.720, -1.953], [-0.941, 2.235, 1.593], [-0.520, 1.201, 0.737], [0.291, 1.072, -0.298], [-0.470, 3.235, 1.481], [-1.893, 2.275, 2.089], [-1.179, 0.351, 1.003], [1.086, 1.693, -0.046], [0.766, -0.435, -1.046]], "lowdin_charge": [-0.1571, -0.2117, 0.0748, 0.0538, 0.0811, 0.0666, -0.3192, 0.1002, 0.0657, 0.0521, 0.0992, 0.0889, 0.0057]}

***

# 7
{"formula": "C3H8NO", "method": "the ωB97M-V functional and the def2-TZVPD basis", "homo_lumo_gap_ev": 10.64, "charge": 1, "multiplicity": 1, "e_tot_ev": -6770.428, "homo_energy_ev": -14.6843, "smiles": "C[NH2+]CC=O", "elements": ["C", "N", "C", "C", "O", "H", "H", "H", "H", "H", "H", "H", "H"], "xyz": [[-1.611, 0.725, 0.095], [-0.265, 0.422, -0.501], [0.539, -0.433, 0.412], [1.873, -0.933, -0.128], [2.168, -2.062, 0.131], [-1.427, 1.301, 0.995], [-2.174, -0.161, 0.374], [-2.219, 1.268, -0.622], [0.142, 1.322, -0.757], [-0.402, -0.047, -1.393], [-0.078, -1.234, 0.789], [0.851, 0.156, 1.284], [2.603, -0.325, -0.679]], "lowdin_charge": [0.0170, 0.0149, -0.0817, -0.2166, 0.1171, 0.1118, 0.1129, 0.1114, 0.1897, 0.1863, 0.1431, 0.1548, 0.1395]}

***

# 8
{"formula": "C3H8NO", "method": "the ωB97M-V functional and the def2-TZVPD basis", "homo_lumo_gap_ev": 7.70, "charge": 1, "multiplicity": 1, "e_tot_ev": -6769.341, "homo_energy_ev": -13.2812, "elements": ["C", "N", "H", "H", "H", "H", "C", "C", "O", "H", "H", "H", "H"], "xyz": [[1.703, -1.596, -0.813], [1.176, -0.543, -0.342], [1.253, -2.048, -1.684], [2.716, -1.860, -0.518], [1.663, 0.116, 0.263], [0.223, -0.219, -0.576], [-1.320, 0.079, 1.235], [-1.383, 1.052, 0.320], [-0.392, 1.900, -0.095], [-0.348, -0.310, 1.527], [-2.249, -0.289, 1.635], [-2.252, 1.109, -0.354], [-0.789, 2.609, -0.597]], "lowdin_charge": [0.1809, 0.1839, 0.1298, 0.1316, 0.1625, 0.1097, 0.0222, -0.2831, -0.0068, 0.0514, 0.0742, 0.1320, 0.1117]}

***

# 9
{"formula": "C3H8NO", "method": "the ωB97M-V functional and the def2-TZVPD basis", "homo_lumo_gap_ev": 10.76, "charge": 1, "multiplicity": 1, "e_tot_ev": -6770.846, "homo_energy_ev": -15.0539, "smiles": "C[C@H]([NH3+])C=O", "elements": ["C", "C", "N", "C", "O", "H", "H", "H", "H", "H", "H", "H", "H"], "xyz": [[-0.680, -1.081, -0.571], [0.296, 0.051, -0.322], [0.775, -0.033, 1.134], [-0.320, 1.439, -0.527], [-1.331, 1.781, 0.004], [-1.583, -0.972, 0.019], [-0.953, -1.091, -1.629], [-0.175, -2.033, -0.390], [1.199, -0.058, -0.911], [1.759, 0.228, 1.211], [0.251, 0.642, 1.704], [0.594, -0.933, 1.583], [0.167, 2.060, -1.304]], "lowdin_charge": [-0.0226, -0.2709, 0.2354, -0.2026, 0.1313, 0.1010, 0.1103, 0.0994, 0.1482, 0.1779, 0.1727, 0.1744, 0.1456]}

***

# 10
{"formula": "C3H8NO", "method": "the ωB97M-V functional and the def2-TZVPD basis", "homo_lumo_gap_ev": 10.10, "charge": 1, "multiplicity": 1, "e_tot_ev": -6769.448, "homo_energy_ev": -15.1783, "elements": ["C", "N", "H", "H", "H", "H", "O", "C", "C", "H", "H", "H", "H"], "xyz": [[1.896, -1.725, -1.019], [1.555, -0.538, -1.337], [1.227, -2.224, -0.319], [2.922, -2.098, -0.964], [2.373, 0.053, -1.523], [0.540, -0.198, -0.912], [-0.553, 0.619, -0.722], [-1.252, 0.376, 0.252], [-1.719, 1.367, 1.306], [-1.316, -0.656, 0.653], [-2.815, 1.308, 1.228], [-1.361, 2.348, 0.955], [-1.497, 1.368, 2.403]], "lowdin_charge": [0.1151, 0.1563, 0.1128, 0.1220, 0.1558, 0.0766, 0.0357, -0.1955, -0.0209, 0.1359, 0.0991, 0.0914, 0.1158]}

***

# 11
{"formula": "C3H8NO", "method": "the ωB97M-V functional and the def2-TZVPD basis", "homo_lumo_gap_ev": 8.62, "charge": 1, "multiplicity": 1, "e_tot_ev": -6767.914, "homo_energy_ev": -12.9058, "elements": ["C", "C", "C", "N", "O", "H", "H", "H", "H", "H", "H", "H", "H"], "xyz": [[1.834, 0.415, -0.783], [-0.962, 0.528, 1.410], [-0.612, -0.512, 0.356], [-1.325, -0.738, -0.649], [2.765, 0.200, -1.575], [2.262, 1.223, -0.131], [-2.004, 0.383, 1.603], [-0.657, 1.464, 1.114], [-0.423, 0.358, 2.338], [0.257, -1.105, 0.606], [2.461, -0.447, -2.258], [-2.281, -0.226, -0.768], [-1.315, -1.544, -1.264]], "lowdin_charge": [-0.0178, 0.0058, -0.1504, 0.1913, 0.0380, 0.0488, 0.0929, 0.0687, 0.1015, 0.1187, 0.1356, 0.2114, 0.1556]}

***

# 12
{"formula": "C3H8NO", "method": "the ωB97M-V functional and the def2-TZVPD basis", "homo_lumo_gap_ev": 5.77, "charge": 1, "multiplicity": 1, "e_tot_ev": -6766.606, "homo_energy_ev": -13.9004, "elements": ["C", "C", "C", "O", "N", "H", "H", "H", "H", "H", "H", "H", "H"], "xyz": [[0.902, -0.286, -0.769], [-0.241, -0.894, -0.024], [-1.364, -0.093, 0.561], [-1.426, 1.345, 0.232], [1.634, 0.520, 0.192], [1.633, -1.064, -1.194], [0.718, 0.373, -1.578], [-0.350, -1.929, 0.035], [-1.513, 0.070, 1.620], [-2.226, -0.599, 0.397], [1.267, 0.195, 1.044], [-1.675, 1.482, -0.699], [2.641, 0.880, 0.183]], "lowdin_charge": [-0.2140, 0.2839, -0.1174, -0.0176, 0.0179, 0.1552, 0.1297, 0.1338, 0.1832, 0.1215, 0.0448, 0.1162, 0.1627]}

***

# 13
{"formula": "C3H8NO", "method": "the ωB97M-V functional and the def2-TZVPD basis", "homo_lumo_gap_ev": 7.66, "charge": 1, "multiplicity": 1, "e_tot_ev": -6768.566, "homo_energy_ev": -13.0043, "elements": ["C", "N", "H", "H", "H", "H", "C", "C", "O", "H", "H", "H", "H"], "xyz": [[-1.777, 0.459, -1.038], [-1.571, 0.464, 0.236], [-1.439, -0.421, -1.720], [-2.249, 1.335, -1.485], [-2.176, 1.141, 0.753], [-0.938, -0.283, 0.739], [1.143, -0.552, 1.327], [1.623, -0.667, 0.024], [1.429, 0.492, -0.741], [0.649, -1.351, 1.780], [1.165, 0.304, 1.923], [2.115, -1.510, -0.378], [2.024, 0.590, -1.420]], "lowdin_charge": [0.1298, 0.1598, 0.1596, 0.1199, 0.1721, 0.1468, 0.0020, -0.1464, 0.0045, 0.0352, 0.0515, 0.1080, 0.0573]}

***

# 14
{"formula": "C3H8NO", "method": "the ωB97M-V functional and the def2-TZVPD basis", "homo_lumo_gap_ev": [7.18, 10.37], "charge": 1, "multiplicity": 1, "e_tot_ev": -6765.909, "homo_energy_ev": [-12.8570, -14.2968], "elements": ["C", "C", "C", "N", "O", "H", "H", "H", "H", "H", "H", "H", "H"], "xyz": [[1.098, 1.120, -0.622], [0.465, 0.010, 0.084], [-2.509, 0.319, 0.280], [1.118, -1.342, 0.156], [1.111, 0.967, 0.795], [2.066, 1.008, -1.098], [0.480, 1.925, -0.997], [-2.444, 0.692, 1.284], [-2.734, -0.717, 0.115], [-2.486, 0.994, -0.553], [1.879, -1.432, -0.539], [0.433, -2.091, -0.005], [1.522, -1.453, 1.100]], "lowdin_charge": [-0.0523, -0.2135, 0.1817, 0.2485, 0.0355, 0.1236, 0.1207, 0.0099, -0.0016, 0.0054, 0.1806, 0.1759, 0.1856]}

***

# 15
{"formula": "C3H8NO", "method": "the ωB97M-V functional and the def2-TZVPD basis", "homo_lumo_gap_ev": 11.11, "charge": 1, "multiplicity": 1, "e_tot_ev": -6769.410, "homo_energy_ev": -15.5595, "elements": ["C", "C", "C", "N", "O", "H", "H", "H", "H", "H", "H", "H", "H"], "xyz": [[2.214, -0.366, 0.277], [1.185, 0.253, -0.263], [-1.255, 0.456, 0.234], [-0.127, -0.336, -0.297], [-2.378, -0.292, -0.097], [3.184, 0.102, 0.291], [2.144, -1.343, 0.723], [1.246, 1.233, -0.713], [-1.123, 0.568, 1.320], [-1.256, 1.448, -0.243], [-0.504, -0.575, -1.562], [-0.137, -1.275, 0.123], [-3.193, 0.127, 0.206]], "lowdin_charge": [0.1064, -0.1623, -0.2349, 0.0139, -0.0021, 0.0891, 0.0847, 0.1319, 0.1573, 0.1511, 0.3614, 0.1762, 0.1272]}

***

# 16
{"formula": "C3H8NO2", "method": "the ωB97M-V functional and the def2-TZVPD basis", "homo_lumo_gap_ev": 6.11, "charge": -1, "multiplicity": 1, "e_tot_ev": -8825.121, "homo_energy_ev": -2.4585, "smiles": "[O-]CNCCO", "elements": ["O", "C", "N", "C", "C", "O", "H", "H", "H", "H", "H", "H", "H", "H"], "xyz": [[-0.557, -2.367, 1.196], [-1.004, -1.782, 0.105], [-0.915, -0.248, 0.149], [0.390, 0.249, -0.213], [0.321, 1.743, -0.488], [1.615, 2.326, -0.664], [-2.083, -1.969, -0.086], [-0.416, -2.023, -0.816], [-1.034, -0.037, 1.138], [1.148, 0.082, 0.581], [0.737, -0.261, -1.110], [-0.221, 1.918, -1.408], [-0.202, 2.226, 0.341], [2.088, 2.181, 0.169]], "lowdin_charge": [-0.3413, -0.5854, -0.0847, -0.2944, -0.2848, -0.1088, 0.0607, 0.0689, 0.0783, 0.1116, 0.1036, 0.1034, 0.1016, 0.0715]}

***

# 17
{"formula": "C3H8NO2", "method": "the ωB97M-V functional and the def2-TZVPD basis", "homo_lumo_gap_ev": 5.99, "charge": -1, "multiplicity": 1, "e_tot_ev": -8825.069, "homo_energy_ev": -2.2356, "smiles": "N[C@H](C[O-])CO", "elements": ["N", "C", "C", "O", "C", "O", "H", "H", "H", "H", "H", "H", "H", "H"], "xyz": [[-1.027, 1.204, -0.325], [-0.319, 0.019, 0.259], [0.412, 0.303, 1.586], [1.080, -0.764, 2.042], [0.672, -0.541, -0.753], [0.098, -0.802, -2.047], [-2.013, 1.017, -0.404], [-0.645, 1.325, -1.256], [-1.061, -0.773, 0.445], [-0.394, 0.678, 2.279], [1.014, 1.218, 1.379], [1.128, -1.440, -0.351], [1.457, 0.181, -0.880], [-0.403, -1.625, -1.974]], "lowdin_charge": [0.0231, -0.4029, -0.5480, -0.3589, -0.2449, -0.1105, 0.0378, 0.0389, 0.1254, 0.0763, 0.0772, 0.1045, 0.1102, 0.0716]}